# 1
Molecular formula: C22H31N6O3PPtS4
Method: DFT, ωB97M-V/def2-TZVPD

charge = 0
frontier orbital gap (spin up / spin down) = 7.012 / 7.013 eV
E_HOMO (spin up / spin down) = -0.2518 / -0.2520 hartree
LUMO level (spin up / spin down) = 0.16 / 0.16 eV
calculated total energy = -94279.4078 eV
multiplicity = 1

Positions of all 68 atoms, in Å:
Pt1 0.1204 0.0013 0.1631
O1 2.1902 -3.8487 0.5199
C1 1.2484 -4.6768 0.0103
C2 1.5700 -6.0340 -0.0543
C3 0.6750 -6.9442 -0.5778
C4 -0.5651 -6.5213 -1.0490
C5 -0.8840 -5.1807 -0.9914
C6 0.0036 -4.2387 -0.4668
C7 -0.3721 -2.8078 -0.4607
O2 0.4172 -2.0183 0.2059
N1 -1.4055 -2.4140 -1.1366
N2 -1.5930 -1.0235 -1.0963
C8 -2.6606 -0.6866 -1.7024
S1 -3.1757 0.9819 -1.7945
C9 -4.3191 0.6852 -3.1648
C10 -4.9991 -0.6455 -2.9051
S2 -3.7219 -1.8619 -2.4822
H1 1.7795 -2.9567 0.5747
H2 2.5374 -6.3416 0.3201
H3 0.9444 -7.9921 -0.6192
H4 -1.2719 -7.2318 -1.4557
H5 -1.8387 -4.8243 -1.3539
H6 -3.7727 0.6667 -4.1081
H7 -5.0347 1.5070 -3.1846
H8 -5.5238 -1.0068 -3.7894
H9 -5.7137 -0.5562 -2.0865
S3 -0.7929 -0.0148 2.3642
C11 0.3728 0.7551 3.3328
N3 1.6486 0.8417 2.9876
C12 2.6273 1.7141 3.6229
C13 1.9536 2.6700 4.5950
C14 0.9346 1.8957 5.4192
N4 -0.0116 1.2885 4.5044
H10 1.9033 0.4599 2.0795
H11 3.1317 2.2698 2.8302
H12 3.3786 1.1064 4.1356
H13 1.4389 3.4569 4.0417
H14 2.7004 3.1351 5.2376
H15 0.3860 2.5481 6.0963
H16 1.4364 1.1299 6.0216
H17 -0.9907 1.2308 4.7211
C15 3.8551 1.7019 -1.3422
P1 3.3279 0.0288 -0.9412
C16 4.7955 -1.0161 -0.9160
C17 2.3492 -0.5380 -2.3378
O3 2.5938 -0.0585 0.3708
H18 4.6058 1.6857 -2.1339
H19 4.2787 2.1695 -0.4539
H20 2.9875 2.2852 -1.6504
H21 5.2914 -1.0267 -1.8871
H22 4.4921 -2.0312 -0.6559
H23 5.4954 -0.6559 -0.1623
H24 2.9104 -0.4265 -3.2672
H25 1.4338 0.0557 -2.3981
H26 2.0786 -1.5852 -2.1963
C18 -4.3259 4.0536 0.4821
C19 -3.1031 3.9360 -0.3744
C20 -3.0369 4.4524 -1.6632
C21 -1.8434 4.2721 -2.3427
N5 -0.8152 3.6112 -1.8312
C22 -0.9812 3.1303 -0.5953
S4 0.3827 2.2724 0.1413
N6 -2.0665 3.2939 0.1609
H27 -5.1175 4.6194 -0.0069
H28 -4.0688 4.5378 1.4239
H29 -4.6931 3.0547 0.7205
H30 -3.8670 4.9856 -2.1052
H31 -1.7105 4.6738 -3.3430

Results of the Löwdin charge analysis, in e, for atoms 1 through 8: 0.61, 0.05, -0.26, -0.02, -0.09, -0.10, -0.03, -0.08



# 2
Molecular formula: C22H32AlF2NO2S
Method: DFT, ωB97M-V/def2-TZVPD

charge = -2
frontier orbital gap = 2.948 eV
E_HOMO = 0.0354 hartree
LUMO level = 3.91 eV
calculated total energy = -51785.3813 eV
multiplicity = 1

Positions of all 61 atoms, in Å:
C1 -2.8250 5.0827 0.7713
C2 -1.8714 3.8824 0.4350
C3 -2.2050 2.5653 1.2048
C4 -3.7416 2.3841 1.4704
Al1 -1.5968 0.8534 0.2461
S1 -0.1513 1.2306 -1.5084
C5 -0.9209 -0.4493 1.6816
C6 0.5904 -0.8388 1.6116
C7 1.5647 0.3611 1.5361
C8 2.8983 0.1015 0.7787
C9 2.7548 -0.6275 -0.5680
N1 3.4017 0.0835 -1.7083
C10 -3.2779 -0.0073 -0.5836
O1 -3.4654 0.2088 -1.8136
O2 -4.0697 -0.7020 0.1087
H1 -2.3019 6.0536 0.7236
H2 -3.1937 4.9947 1.8027
H3 -3.6654 5.0373 0.0662
H4 -1.8060 3.7393 -0.6537
H5 -0.8749 4.2082 0.7904
H6 -1.7044 2.6527 2.1928
H7 -3.8856 1.3473 1.8073
H8 -4.0956 3.1001 2.2354
H9 -4.2911 2.5027 0.5261
H10 0.7006 2.1961 -1.0828
H11 -1.1315 0.0124 2.6603
H12 -1.5564 -1.3516 1.6349
H13 0.7001 -1.5767 0.8037
H14 0.8413 -1.3789 2.5525
H15 1.0838 1.2777 1.1718
H16 1.8460 0.5917 2.5827
H17 3.6350 -0.3715 1.4497
H18 3.3254 1.0948 0.5453
H19 3.2703 -1.6078 -0.4596
H20 1.7243 -0.8552 -0.8478
H21 2.9630 -0.2950 -2.5478
H22 4.3520 -0.2847 -1.7623
F1 -0.6719 -1.1315 4.5020
C11 -1.0933 -2.3365 4.8855
C12 -0.5900 -3.4592 4.2543
C13 -1.0255 -4.7130 4.6572
C14 -1.9636 -4.8318 5.6759
C15 -2.4633 -3.6944 6.2962
C16 -2.0234 -2.4379 5.9040
H23 0.1324 -3.3440 3.4566
H24 -0.6340 -5.5997 4.1746
H25 -2.3056 -5.8126 5.9848
H26 -3.1983 -3.7856 7.0866
H27 -2.3955 -1.5401 6.3800
F2 2.0086 -1.2233 -4.6191
C17 2.4708 -0.7202 -5.7678
C18 3.7059 -1.1264 -6.2382
C19 4.1791 -0.6044 -7.4340
C20 3.4192 0.3215 -8.1372
C21 2.1819 0.7224 -7.6470
C22 1.6999 0.1959 -6.4577
H28 4.2859 -1.8429 -5.6707
H29 5.1417 -0.9196 -7.8172
H30 3.7922 0.7312 -9.0682
H31 1.5912 1.4474 -8.1922
H32 0.7356 0.4892 -6.0624

Results of the Löwdin charge analysis, in e, for atoms 1 through 8: -0.15, -0.31, -0.39, -0.17, 0.11, 0.37, -0.24, -0.30



# 3
Molecular formula: C22H32Cl2FeN3O3S
Method: DFT, ωB97M-V/def2-TZVPD

charge = -1
frontier orbital gap (spin up / spin down) = 5.142 / 6.232 eV
E_HOMO (spin up / spin down) = -0.0900 / -0.1303 hartree
LUMO level (spin up / spin down) = 2.69 / 2.69 eV
calculated total energy = -104213.6038 eV
multiplicity = 5

Positions of all 64 atoms, in Å:
O1 3.1984 1.4470 -0.9198
C1 2.8229 1.9201 -1.9902
C2 2.1526 3.2249 -2.1351
C3 1.5164 3.7710 -1.0111
H1 1.3423 3.1317 -0.1374
C4 1.1321 5.1167 -1.0172
H2 0.6631 5.5470 -0.1235
C5 1.3684 5.9110 -2.1552
H3 1.1520 6.9860 -2.1278
C6 1.8011 5.3013 -3.3402
H4 1.8688 5.9067 -4.2500
C7 2.1413 3.9474 -3.3392
H5 2.3987 3.4335 -4.2614
H6 2.8952 1.3447 -2.9444
C8 0.2101 -0.6886 -3.4735
C9 -0.7880 0.1154 -2.7508
H7 0.1073 -0.6269 -4.5670
H8 0.0944 -1.7445 -3.2094
H9 1.2344 -0.4020 -3.1276
C10 -1.4020 1.3530 -3.0141
C11 -2.4520 1.5180 -4.1100
H10 -0.9025 2.2910 -2.6877
H11 -2.2192 2.4306 -4.6840
H12 -3.4671 1.6026 -3.7093
H13 -2.4687 0.6320 -4.7758
Fe1 -1.6848 0.3414 -1.2602
Cl1 -1.4822 1.6619 0.4555
Cl2 -3.1328 -1.2455 -1.3470
C12 -2.2908 -1.6161 1.9324
O2 -1.1481 -2.1188 2.0439
N1 -3.4167 -2.2823 2.2344
C13 -3.3299 -3.6268 2.7679
C14 -4.7073 -1.6154 2.3238
H14 -2.4661 -0.5905 1.5700
H15 -2.3528 -4.0479 2.5207
H16 -4.1361 -4.2190 2.3271
H17 -3.4632 -3.6115 3.8595
H18 -4.6262 -0.6310 1.8493
H19 -5.0194 -1.4945 3.3747
H20 -5.4703 -2.2138 1.8094
H21 1.9849 -5.1168 -0.8177
H22 4.4557 -4.0163 -0.5610
C15 1.8825 -4.3396 -1.5893
C16 4.0935 -3.2577 -1.2729
N2 2.6432 -3.1517 -1.2404
H23 0.8275 -4.0741 -1.6921
C17 2.0177 -2.0604 -0.7191
O3 0.8010 -1.9617 -0.5640
H24 4.5178 -2.2825 -1.0088
H25 2.7180 -1.2415 -0.4482
H26 2.2698 -4.7512 -2.5292
H27 4.4389 -3.5488 -2.2760
S1 1.8940 0.7232 1.6894
C18 1.1565 0.5929 3.1742
N3 0.4444 -0.5367 3.4948
C19 -0.1595 -0.7065 4.7059
C20 -0.1119 0.2938 5.6624
C21 0.5749 1.4891 5.3587
C22 1.2088 1.6299 4.1319
H28 0.2360 -1.2056 2.7384
H29 -0.6543 -1.6634 4.8441
H30 -0.6000 0.1448 6.6253
H31 0.6232 2.2973 6.0909
H32 1.7641 2.5127 3.8325

Results of the Löwdin charge analysis, in e, for atoms 1 through 8: -0.03, -0.21, -0.20, -0.01, 0.08, -0.07, 0.11, -0.09



# 4
Molecular formula: C22H32ClF3IN4O3
Method: DFT, ωB97M-V/def2-TZVPD

charge = +1
frontier orbital gap = 7.330 eV
E_HOMO = -0.3742 hartree
LUMO level = -2.85 eV
calculated total energy = -64197.8873 eV
multiplicity = 1

Positions of all 66 atoms, in Å:
C1 3.1633 2.9447 -0.3451
C2 1.5817 2.6069 -0.0900
I1 0.9487 1.2076 -1.6364
C3 1.3441 2.1057 1.4154
C4 -0.1128 1.4536 1.6670
C5 -0.1023 0.0478 2.3609
C6 -1.4536 -0.7082 2.6827
C7 -1.3280 -2.1132 3.4316
C8 -1.8450 -1.9835 4.9720
O1 -1.7357 -2.9610 5.7477
Cl1 -2.5512 -0.4446 5.6788
C9 -2.7654 -0.0165 2.2436
C10 -4.1725 -0.7678 2.5045
C11 -4.3597 -2.1088 1.6376
N1 -4.5315 -1.8887 0.1696
C12 -2.7789 1.4089 1.5456
N2 -4.0710 1.9508 1.2147
C13 -4.0006 3.2506 0.6344
C14 -2.6449 3.9787 0.3941
C15 -2.7270 5.4795 -0.2314
O2 -3.8593 6.1359 0.4030
C16 -4.8725 6.4754 -0.5217
F1 -4.6106 7.7264 -1.1822
F2 -6.0554 6.7205 0.2595
F3 -5.2172 5.4500 -1.4345
N3 -1.3329 3.4850 0.6577
C17 -1.4672 2.1763 1.2458
H1 3.3005 4.0938 -0.4210
H2 3.8095 2.6001 0.5329
H3 3.5542 2.4958 -1.3187
H4 1.0359 3.6016 -0.3027
H5 2.1409 1.2866 1.6141
H6 1.5756 2.9467 2.1632
H7 0.8926 -0.4240 2.6622
H8 -0.1987 -2.3578 3.5321
H9 -1.7920 -2.9992 2.8836
H10 -4.2454 -1.0726 3.6167
H11 -5.0823 -0.1012 2.3022
H12 -5.3347 -2.6219 2.0022
H13 -3.5329 -2.8873 1.7644
H14 -5.4464 -1.4719 -0.0446
H15 -3.7546 -1.3503 -0.2354
H16 -4.9968 3.7629 0.3758
H17 -2.7419 5.4848 -1.3728
H18 -1.7408 5.9940 0.0874
C18 3.5514 -2.1628 -3.6575
N4 4.4135 -3.2643 -3.0629
C19 5.8483 -3.0210 -3.4931
C20 3.9625 -4.6002 -3.6005
C21 4.3734 -3.2333 -1.5242
C22 2.9990 -3.5022 -0.9074
O3 2.0546 -2.5282 -1.3237
H19 3.8160 -2.0577 -4.7129
H20 2.5035 -2.4467 -3.5903
H21 3.7543 -1.2327 -3.1257
H22 5.8941 -3.0484 -4.5825
H23 6.4745 -3.8080 -3.0689
H24 6.1580 -2.0422 -3.1231
H25 2.9111 -4.7474 -3.3540
H26 4.5774 -5.3805 -3.1489
H27 4.0880 -4.5950 -4.6848
H28 4.7282 -2.2410 -1.2323
H29 5.0876 -3.9847 -1.1747
H30 3.0853 -3.4506 0.1821
H31 2.6295 -4.4966 -1.1691
H32 1.2043 -2.7489 -0.9120

Results of the Löwdin charge analysis, in e, for atoms 1 through 8: -0.19, -0.75, 0.76, -0.23, -0.13, 0.03, -0.15, -0.10



# 5
Molecular formula: C22H32CuN9O4Si
Method: DFT, ωB97M-V/def2-TZVPD

charge = +1
frontier orbital gap (spin up / spin down) = 6.549 / 5.478 eV
E_HOMO (spin up / spin down) = -0.3603 / -0.3600 hartree
LUMO level (spin up / spin down) = -3.26 / -4.32 eV
calculated total energy = -97444.9081 eV
multiplicity = 2

Positions of all 69 atoms, in Å:
Cu1 -0.5389 -0.8415 1.2639
N1 -1.6646 0.7061 1.9850
N2 -1.4576 1.0770 3.3032
C1 -0.7974 0.2578 4.1334
N3 -0.5438 0.6659 5.3736
N4 -0.4699 -0.9254 3.6195
N5 -0.0074 -1.9325 4.3728
O1 0.2749 -1.7594 5.5434
O2 0.1045 -2.9878 3.7942
H1 -1.1070 1.3652 1.3066
H2 -2.6551 0.6517 1.7696
H3 -1.5808 2.0530 3.5545
H4 -0.8894 1.5467 5.7126
H5 -0.1048 -0.0033 6.0034
O3 0.8831 -5.6605 -3.3903
C2 1.5139 -5.6512 -2.1326
C3 0.8816 -4.5895 -1.2744
C4 0.8494 -4.6684 0.1127
C5 0.2964 -3.6172 0.8256
N6 -0.2074 -2.5376 0.2447
C6 -0.2619 -2.4776 -1.0935
C7 0.2835 -3.4882 -1.8740
C8 -0.9684 -1.3272 -1.6745
C9 -1.1291 -1.1655 -3.0478
C10 -1.8577 -0.0867 -3.5231
C11 -2.0817 0.1317 -4.9997
O4 -1.7187 1.4275 -5.4010
C12 -2.3824 0.8119 -2.5980
C13 -2.1607 0.5841 -1.2520
N7 -1.4808 -0.4566 -0.8014
H6 1.2142 -6.4020 -3.9053
H7 2.5878 -5.4115 -2.2383
H8 1.4401 -6.6268 -1.6325
H9 1.2378 -5.5283 0.6360
H10 0.2427 -3.6495 1.9029
H11 0.2359 -3.4652 -2.9484
H12 -0.7009 -1.8673 -3.7431
H13 -3.1548 0.0503 -5.2030
H14 -1.5584 -0.6394 -5.5822
H15 -0.7605 1.5085 -5.4009
H16 -2.9451 1.6650 -2.9385
H17 -2.5487 1.2681 -0.5126
C14 2.6196 -1.6264 1.6005
C15 2.3975 -0.3635 0.8293
C16 3.4648 0.1871 0.1355
C17 3.2863 1.4056 -0.5128
C18 2.0945 2.0595 -0.3932
C19 1.0295 1.4730 0.3474
N8 1.2046 0.2354 0.8816
N9 -0.1124 2.1102 0.5132
Si1 -0.4775 3.7957 0.3704
C20 -2.1873 3.9702 1.2037
C21 -0.5995 4.3679 -1.4452
C22 0.7859 4.8576 1.3291
H18 3.5600 -1.5530 2.1442
H19 2.6924 -2.4795 0.9268
H20 1.8172 -1.8067 2.3067
H21 4.4290 -0.2929 0.1349
H22 4.0969 1.8458 -1.0739
H23 1.9214 3.0120 -0.8611
H24 -2.9195 3.2526 0.8468
H25 -2.5776 4.9600 0.9962
H26 -2.1266 3.8842 2.2843
H27 -1.3692 3.8255 -1.9849
H28 0.3371 4.2308 -1.9766
H29 -0.8457 5.4246 -1.4805
H30 1.1182 4.3457 2.2279
H31 0.3778 5.8172 1.6289
H32 1.6673 5.0549 0.7275

Results of the Löwdin charge analysis, in e, for atoms 1 through 8: 0.69, -0.03, 0.04, -0.37, 0.22, 0.11, -0.43, 0.07



# 6
Molecular formula: C22H32N3O5S
Method: DFT, ωB97M-V/def2-TZVPD

charge = +1
frontier orbital gap = 6.257 eV
E_HOMO = -0.3914 hartree
LUMO level = -4.39 eV
calculated total energy = -48858.3577 eV
multiplicity = 1

Positions of all 63 atoms, in Å:
C1 -1.3695 1.9522 4.1994
C2 -0.7235 1.6943 2.7307
N1 0.5924 1.7107 2.6263
C3 -1.7002 1.4739 1.4896
C4 -1.9832 -0.1063 1.1629
C5 -1.6939 -1.0689 2.4372
O1 -0.2678 -1.4165 2.5301
N2 -0.1004 -2.1219 3.7000
O2 0.8862 -1.7584 4.2499
C6 -3.5420 -0.0192 0.6868
C7 -3.8177 0.8868 -0.6385
C8 -4.5780 2.2698 -0.3386
O3 -3.6924 3.3850 -0.0320
C9 -2.9460 3.7942 -1.1693
C10 -1.4640 4.3666 -0.8719
O4 -3.3304 3.7222 -2.3546
S1 -3.6257 -1.7546 -0.0700
C11 -1.9512 -1.4702 -0.7872
N3 -1.2518 -0.6037 -0.0551
C12 0.1608 -0.2678 -0.5015
O5 0.6829 -1.4751 -1.0743
C13 2.0935 -1.6120 -0.8607
C14 2.8166 -1.5519 0.5064
C15 4.3344 -1.7435 0.7327
C16 4.8921 -1.6220 2.2355
C17 5.2102 -2.0466 -0.5153
C18 4.5158 -2.0912 -1.8928
C19 2.9731 -1.8899 -2.1138
C20 2.4437 -1.9940 -3.6129
C21 1.0942 -2.8431 -3.7997
C22 2.3794 -0.5151 -4.3083
H1 -1.0158 1.1329 4.9301
H2 -2.5132 1.9303 4.1889
H3 -1.0015 2.9441 4.6509
H4 0.9306 1.9024 3.5950
H5 -1.3266 1.9700 0.5187
H6 -2.7272 1.8977 1.8045
H7 -2.2521 -2.0669 2.3713
H8 -2.0676 -0.5706 3.4115
H9 -4.3093 0.0860 1.5341
H10 -2.8851 1.0673 -1.2690
H11 -4.5338 0.2531 -1.2865
H12 -5.2343 2.4846 -1.2646
H13 -5.2233 2.1138 0.6034
H14 -1.1445 4.1703 0.2215
H15 -1.3756 5.4871 -1.1052
H16 -0.6816 3.8344 -1.5252
H17 -1.7073 -2.0223 -1.7501
H18 0.7190 0.1153 0.4170
H19 0.0834 0.6099 -1.2449
H20 2.1787 -1.3549 1.4451
H21 5.1048 -0.4995 2.4060
H22 4.0569 -1.8807 2.9885
H23 5.8344 -2.2412 2.4202
H24 6.3297 -2.2245 -0.3562
H25 5.1857 -2.3279 -2.7990
H26 3.2630 -2.5533 -4.2047
H27 0.8021 -3.4722 -2.8883
H28 1.1328 -3.4497 -4.7693
H29 0.2301 -2.0822 -3.9350
H30 2.3753 0.2532 -3.4462
H31 3.2902 -0.3412 -4.9958
H32 1.4445 -0.4487 -4.9578

Results of the Löwdin charge analysis, in e, for atoms 1 through 8: -0.06, -0.35, 0.13, -0.05, -0.33, -0.09, -0.15, -0.02



# 7
Molecular formula: C22H32N4O3
Method: DFT, ωB97M-V/def2-TZVPD

charge = 0
frontier orbital gap = 8.681 eV
E_HOMO = -0.2976 hartree
SMILES = CCCCN(CC)CCNC(=O)CCNC(=O)Cn1ccc2ccccc2c1=O
LUMO level = 0.58 eV
calculated total energy = -35438.3854 eV
multiplicity = 1

Positions of all 61 atoms, in Å:
C1 -6.8200 -0.6681 -0.3035
H1 -7.0358 -0.3651 0.7186
C2 -5.3198 -0.8450 -0.5024
C3 -4.5552 0.4479 -0.2320
H2 -4.8930 1.2299 -0.9141
C4 -3.0460 0.2578 -0.4158
N1 -2.3348 1.5164 -0.2497
C5 -1.2460 1.7451 -1.1755
C6 0.0810 1.0131 -0.9037
N2 -0.0211 -0.4105 -1.1281
C7 0.9847 -1.1210 -1.6709
O1 2.0114 -0.6141 -2.0798
C8 0.7250 -2.6226 -1.7973
H3 1.6816 -3.0797 -2.0565
H4 0.0343 -2.7839 -2.6276
C9 0.1644 -3.2757 -0.5291
N3 0.9345 -2.8935 0.6324
C10 0.5078 -1.9762 1.5096
O2 -0.6205 -1.5182 1.5433
C11 1.6088 -1.5138 2.4751
N4 2.4650 -0.5696 1.7776
C12 2.2354 0.7701 1.9057
C13 2.9541 1.6917 1.2344
C14 3.9811 1.2702 0.3385
C15 4.7445 2.1690 -0.4167
C16 5.7137 1.7087 -1.2756
C17 5.9522 0.3406 -1.4069
C18 5.2160 -0.5591 -0.6745
C19 4.2278 -0.1083 0.2056
C20 3.4429 -1.0814 0.9422
O3 3.5950 -2.2986 0.8591
H5 5.3739 -1.6229 -0.7620
H6 6.7122 -0.0076 -2.0899
H7 6.2935 2.4097 -1.8584
H8 4.5547 3.2282 -0.3185
H9 2.7502 2.7425 1.3608
H10 1.4407 1.0418 2.5855
H11 2.2150 -2.3661 2.7925
H12 1.1553 -1.0274 3.3393
H13 1.9365 -3.0862 0.6107
H14 -0.8733 -2.9842 -0.3469
H15 0.2013 -4.3642 -0.6345
H16 -0.7692 -0.8788 -0.6410
H17 0.4045 1.2067 0.1248
H18 0.8566 1.3848 -1.5780
H19 -1.5989 1.4805 -2.1751
H20 -1.0322 2.8174 -1.1774
C21 -2.0338 1.7798 1.1487
H21 -1.3284 1.0385 1.5613
C22 -1.5137 3.1915 1.3909
H22 -2.1663 3.9135 0.9071
H23 -1.5025 3.3954 2.4593
H24 -0.5039 3.3212 1.0093
H25 -2.9732 1.6642 1.6942
H26 -2.6935 -0.5048 0.2969
H27 -2.8764 -0.1111 -1.4308
H28 -4.7658 0.7816 0.7847
H29 -4.9542 -1.6252 0.1695
H30 -5.1268 -1.1731 -1.5268
H31 -7.2054 0.0962 -0.9748
H32 -7.3463 -1.5986 -0.5038

Results of the Löwdin charge analysis, in e, for atoms 1 through 8: -0.12, 0.07, -0.28, -0.20, 0.12, -0.22, -0.17, -0.17